# 1
C18H45F4LiN2O20P3S4 as an isolated structure in a non-equilibrium geometry, computed with ωB97M-V with the def2-TZVPD basis set.

Geometry (Å):
Li -2.656 -0.114 -0.676
N -6.722 -1.179 -6.147
S -6.089 -2.242 -7.023
O -7.054 -3.255 -7.534
O -4.677 -2.577 -6.779
F -6.050 -1.135 -8.163
S -6.208 -1.935 -4.662
O -4.971 -1.509 -3.958
O -6.771 -3.275 -4.532
F -7.150 -0.866 -3.891
N -3.123 3.266 -6.654
S -2.488 3.681 -5.118
O -1.381 4.617 -5.039
O -2.604 2.788 -3.983
F -3.680 4.736 -4.711
S -1.774 2.642 -7.022
O -1.306 1.445 -6.311
O -0.787 3.551 -7.583
F -2.225 1.830 -8.393
C 2.207 -6.219 -0.687
C 0.950 -5.406 -0.241
O 0.787 -5.473 1.099
P 0.304 -4.249 2.103
O -0.538 -3.262 1.406
O -0.502 -4.935 3.374
C -1.848 -5.288 3.240
C -2.304 -6.069 4.450
O 1.664 -3.730 2.811
C 2.443 -4.366 3.796
C 3.433 -5.211 2.977
H 3.074 -5.706 -0.271
H 2.262 -7.301 -0.564
H 2.103 -6.122 -1.768
H 0.972 -4.403 -0.665
H 0.105 -5.646 -0.887
H -2.561 -4.498 3.005
H -1.761 -6.004 2.423
H -2.692 -5.451 5.260
H -3.038 -6.862 4.309
H -1.475 -6.643 4.865
H 2.929 -3.536 4.309
H 1.729 -4.993 4.328
H 3.892 -4.673 2.148
H 4.235 -5.547 3.634
H 3.083 -6.167 2.587
C 5.069 2.272 1.054
C 4.064 1.447 0.161
O 4.234 1.582 -1.253
P 3.467 0.727 -2.433
O 1.982 0.485 -2.190
O 3.755 1.572 -3.836
C 4.072 2.939 -3.837
C 5.538 3.044 -4.087
O 4.455 -0.583 -2.659
C 5.734 -0.342 -3.180
C 6.352 -1.631 -3.726
H 5.553 1.670 1.824
H 5.866 2.681 0.434
H 4.508 3.068 1.544
H 4.231 0.387 0.350
H 3.008 1.531 0.417
H 3.653 3.347 -4.757
H 3.684 3.383 -2.920
H 6.124 2.649 -3.258
H 5.874 2.533 -4.989
H 5.786 4.098 -4.216
H 5.701 0.382 -3.994
H 6.438 0.090 -2.468
H 5.879 -2.013 -4.631
H 7.416 -1.633 -3.961
H 6.308 -2.475 -3.037
C -1.488 1.751 6.225
C -1.327 1.410 4.698
O -1.467 2.668 4.125
P -2.872 3.199 3.341
O -3.302 2.204 2.349
O -2.448 4.593 2.667
C -1.779 5.667 3.366
C -0.315 5.700 2.870
O -3.937 3.455 4.503
C -5.016 4.341 4.251
C -6.216 3.790 4.873
H -0.612 2.091 6.777
H -2.271 2.500 6.347
H -1.849 0.876 6.767
H -0.337 1.016 4.469
H -2.022 0.654 4.334
H -2.401 6.551 3.225
H -1.835 5.516 4.444
H 0.063 6.719 2.951
H 0.318 5.155 3.570
H -0.166 5.331 1.855
H -4.752 5.284 4.731
H -5.142 4.672 3.221
H -6.109 3.762 5.958
H -6.967 4.406 4.377
H -6.236 2.769 4.492

The relative energy (zero: lowest compared OMol25 entry of this formula, charge and spin) comes out at 588.8 kJ/mol. The calculation puts the strongest force on any atom at 9.53 eV/A. The calculation puts the total energy at -145609.8781 eV. The total charge is -1.

***

# 2
C31H56BN6Se2Tl as an isolated structure in a non-equilibrium geometry, computed with ωB97M-V with the def2-TZVPD basis set.

Geometry (Å):
Tl -0.196 0.250 -0.092
C 0.594 4.845 1.084
C -0.328 3.664 1.380
C -1.593 4.140 2.094
C 0.368 2.637 2.208
C 0.968 2.788 3.450
C 1.471 1.540 3.794
C 2.271 1.324 5.042
C 1.684 0.295 6.008
C 3.737 1.040 4.700
N 1.170 0.681 2.793
N 0.500 1.365 1.840
B 1.411 -0.849 2.687
N 0.066 -1.609 2.529
N -0.705 -1.523 1.420
C -1.714 -2.390 1.517
C -1.585 -3.077 2.715
C -0.445 -2.568 3.328
C 0.091 -3.015 4.648
C -0.915 -2.636 5.739
C 0.358 -4.524 4.648
C -2.758 -2.559 0.459
C -3.676 -1.337 0.443
C -2.113 -2.793 -0.907
N 2.297 -1.216 1.467
N 1.954 -0.751 0.239
C 2.816 -1.205 -0.666
C 3.785 -1.939 -0.001
C 3.423 -1.954 1.351
C 4.255 -2.749 2.325
C 3.843 -2.849 3.788
C 4.355 -4.186 1.777
C 2.677 -0.943 -2.128
C 2.692 -2.266 -2.892
C 3.792 -0.026 -2.628
H 0.051 5.620 0.549
H 1.456 4.544 0.494
H 0.953 5.271 2.016
H -0.616 3.175 0.430
H -1.340 4.553 3.066
H -2.288 3.314 2.243
H -2.083 4.914 1.509
H 1.036 3.687 4.026
H 2.240 2.290 5.564
H 1.852 -0.719 5.664
H 0.616 0.453 6.136
H 2.162 0.393 6.978
H 3.819 0.197 4.021
H 4.292 0.821 5.608
H 4.187 1.908 4.221
H 1.942 -1.196 3.660
H -2.222 -3.855 3.082
H 1.028 -2.503 4.855
H -1.859 -3.153 5.594
H -1.099 -1.564 5.729
H -0.516 -2.911 6.712
H -0.566 -5.089 4.576
H 0.855 -4.804 5.573
H 1.000 -4.809 3.817
H -3.353 -3.440 0.715
H -3.089 -0.432 0.258
H -4.177 -1.228 1.401
H -4.428 -1.444 -0.335
H -1.540 -1.915 -1.232
H -2.879 -2.993 -1.651
H -1.441 -3.649 -0.864
H 4.655 -2.381 -0.436
H 5.259 -2.308 2.291
H 2.861 -3.302 3.879
H 3.864 -1.891 4.297
H 4.553 -3.495 4.300
H 3.370 -4.642 1.748
H 4.989 -4.775 2.434
H 4.787 -4.226 0.783
H 1.699 -0.450 -2.286
H 3.657 -2.749 -2.778
H 2.523 -2.093 -3.950
H 1.924 -2.939 -2.522
H 4.761 -0.483 -2.449
H 3.772 0.935 -2.119
H 3.692 0.128 -3.699
C 1.608 2.824 -3.373
Se -0.021 1.850 -2.962
C -1.072 3.480 -2.534
C -2.539 3.259 -2.251
Se -2.949 2.247 -0.597
C -4.726 1.689 -1.139
H 1.957 3.382 -2.508
H 1.384 3.501 -4.197
H 2.365 2.114 -3.694
H -0.989 4.114 -3.418
H -0.559 3.967 -1.701
H -3.033 2.730 -3.068
H -3.022 4.232 -2.121
H -4.684 1.149 -2.081
H -5.343 2.582 -1.238
H -5.139 1.054 -0.359

The relative energy (zero: lowest compared OMol25 entry of this formula, charge and spin) comes out at 116.6 kJ/mol. The calculation puts the strongest force on any atom at 1.93 eV/A. The calculation puts the total energy at -178046.0706 eV. The total charge is +2.

***

# 3
A 2-piece molecular cluster, C7H13NO overall in a non-equilibrium geometry, computed with ωB97M-V with the def2-TZVPD basis set.

Geometry (Å):
C 2.546 -1.638 -1.469
C 1.374 -1.150 -1.835
C 0.638 -0.224 -0.923
C -0.697 -0.299 -0.911
C -1.606 0.625 -0.168
C -1.063 1.224 1.109
C -0.204 2.244 1.133
N 0.597 2.437 2.281
H 3.017 -1.351 -0.534
H 3.189 -2.292 -2.049
H 0.895 -1.286 -2.793
H 1.133 0.623 -0.481
H -1.133 -1.079 -1.533
H -2.075 1.335 -0.899
H -2.624 0.237 -0.036
H -1.196 0.586 1.973
H -0.072 2.982 0.358
H 0.268 2.003 3.129
H 1.004 3.348 2.384
O -1.487 -2.885 0.772
H -0.677 -3.166 0.355
H -1.827 -2.275 0.137

The relative energy (zero: lowest compared OMol25 entry of this formula, charge and spin) comes out at 269.5 kJ/mol. The SMILES is C=C/C=C/C/C=C/N.O. The calculation puts the strongest force on any atom at 2.34 eV/A. The calculation puts the total energy at -11004.9602 eV.

***

# 4
C40H30N6PdS5 as an isolated structure, computed with ωB97M-V with the def2-TZVPD basis set.

Geometry (Å):
Pd -1.977 -1.823 -2.342
N -2.251 0.215 -2.179
S -1.803 1.086 -1.105
N -0.208 1.548 -0.909
S 1.018 1.120 -0.115
N 1.816 -0.186 -0.300
S 1.212 -1.575 -0.944
N -0.113 -1.581 -1.480
C 2.560 -2.013 -2.027
C 2.408 -3.240 -2.665
C 3.366 -3.646 -3.577
C 4.455 -2.826 -3.849
C 4.588 -1.600 -3.214
C 3.635 -1.184 -2.294
C 1.446 -2.717 0.408
C 2.620 -2.751 1.152
C 2.715 -3.654 2.197
C 1.650 -4.510 2.477
C 0.490 -4.472 1.718
C 0.381 -3.564 0.671
C 0.766 1.330 1.636
C 0.576 0.207 2.424
C 0.319 0.378 3.776
C 0.271 1.652 4.320
C 0.460 2.770 3.516
C 0.700 2.614 2.162
C 2.217 2.373 -0.501
C 3.441 2.318 0.152
C 4.401 3.265 -0.157
C 4.134 4.240 -1.113
C 2.910 4.271 -1.763
C 1.933 3.331 -1.457
C -2.473 2.723 -1.339
C -3.700 2.760 -1.988
C -4.313 3.985 -2.197
C -3.705 5.154 -1.760
C -2.478 5.104 -1.114
C -1.855 3.884 -0.899
C -2.322 0.662 0.566
C -2.616 -0.669 0.828
C -3.061 -1.026 2.093
C -3.223 -0.056 3.071
C -2.939 1.275 2.794
C -2.484 1.642 1.538
H 1.541 -3.856 -2.454
H 3.261 -4.597 -4.080
H 5.202 -3.144 -4.564
H 5.434 -0.963 -3.435
H 3.721 -0.230 -1.790
H 3.437 -2.079 0.918
H 3.617 -3.696 2.793
H 1.733 -5.216 3.293
H -0.329 -5.153 1.917
H -0.506 -3.515 0.049
H 0.627 -0.782 1.993
H 0.157 -0.491 4.400
H 0.082 1.779 5.378
H 0.420 3.763 3.944
H 0.846 3.478 1.525
H 3.634 1.546 0.887
H 5.360 3.243 0.343
H 4.889 4.976 -1.354
H 2.710 5.024 -2.512
H 0.974 3.324 -1.957
H -4.143 1.835 -2.331
H -5.267 4.025 -2.704
H -4.188 6.108 -1.927
H -2.003 6.017 -0.778
H -0.897 3.835 -0.399
H -2.518 -1.408 0.044
H -3.315 -2.058 2.296
H -3.592 -0.336 4.049
H -3.080 2.032 3.554
H -2.278 2.680 1.317
S -1.904 -4.132 -2.280
C -3.458 -3.737 -1.606
S -4.206 -2.436 -2.472
C -3.937 -4.265 -0.422
C -5.146 -3.798 0.173
N -6.101 -3.423 0.698
C -3.177 -5.211 0.321
N -2.566 -5.953 0.960

The relative energy (zero: lowest compared OMol25 entry of this formula, charge and spin) comes out at 0.0 kJ/mol. The calculation puts the strongest force on any atom at 0.43 eV/A. The calculation puts the total energy at -108555.7985 eV.

***

# 5
C32H43BClHfN7S3Se2Te2 as an isolated structure in a non-equilibrium geometry, computed with ωB97M-V with the def2-TZVPD basis set.

Geometry (Å):
Hf -1.934 1.780 1.917
C -1.765 -3.697 2.137
C -0.690 -2.690 1.928
C 0.643 -2.965 2.120
C 1.598 -1.941 1.924
N 1.235 -0.778 1.450
N -0.036 -0.501 1.214
B -0.402 0.850 0.607
N 0.842 1.726 0.340
N 1.572 1.342 -0.682
C 2.591 2.044 -1.108
C 2.846 3.319 -0.561
C 2.106 3.744 0.520
C 2.300 5.066 1.170
C 1.131 2.847 1.039
S 0.423 3.118 2.586
C 3.418 1.369 -2.178
C 4.585 2.231 -2.645
C 3.953 0.062 -1.573
C 2.492 1.043 -3.356
N -1.089 0.574 -0.774
N -0.635 -0.497 -1.402
C -1.130 -0.883 -2.547
C -2.168 -0.148 -3.160
C -2.653 0.973 -2.538
C -3.741 1.800 -3.110
C -2.090 1.328 -1.280
S -2.708 2.696 -0.442
C -0.583 -2.142 -3.170
C -1.719 -3.175 -3.190
C -0.114 -1.859 -4.604
C 0.585 -2.698 -2.356
C -1.030 -1.378 1.511
S -2.670 -0.871 1.405
C 3.065 -2.151 2.209
C 3.236 -2.724 3.621
C 3.621 -3.145 1.178
C 3.821 -0.824 2.124
H -1.362 -4.635 2.506
H -2.288 -3.872 1.199
H -2.506 -3.317 2.839
H 0.947 -3.955 2.420
H 3.612 3.953 -0.976
H 3.071 5.644 0.671
H 2.563 4.934 2.219
H 1.367 5.631 1.151
H 5.232 2.500 -1.814
H 4.234 3.134 -3.136
H 5.180 1.671 -3.360
H 4.676 0.276 -0.790
H 4.450 -0.524 -2.341
H 3.135 -0.523 -1.158
H 2.138 1.957 -3.826
H 1.637 0.468 -3.011
H 3.038 0.463 -4.095
H -2.579 -0.465 -4.105
H -4.131 1.374 -4.028
H -3.374 2.804 -3.314
H -4.552 1.894 -2.392
H -2.524 -2.875 -3.855
H -2.130 -3.311 -2.192
H -1.331 -4.130 -3.533
H -0.925 -1.506 -5.234
H 0.276 -2.773 -5.042
H 0.681 -1.117 -4.614
H 0.266 -2.953 -1.349
H 1.395 -1.977 -2.295
H 0.963 -3.597 -2.839
H 2.820 -3.723 3.708
H 2.759 -2.081 4.358
H 4.296 -2.779 3.848
H 3.088 -4.091 1.217
H 4.668 -3.336 1.394
H 3.545 -2.744 0.170
H 3.512 -0.161 2.929
H 3.629 -0.325 1.181
H 4.887 -1.011 2.217
Se -2.257 3.601 4.280
Te -4.648 4.348 4.842
Te -4.436 6.030 2.668
Se -2.156 4.863 2.245
Cl -5.214 -1.747 4.901
C -5.275 -0.509 3.717
C -6.299 -0.470 2.770
C -6.298 0.560 1.845
C -5.266 1.487 1.857
N -4.257 1.437 2.737
C -4.286 0.469 3.667
H -7.068 -1.226 2.761
H -7.094 0.642 1.124
H -5.233 2.299 1.137
H -3.477 0.452 4.396

The relative energy (zero: lowest compared OMol25 entry of this formula, charge and spin) comes out at 324.5 kJ/mol. The calculation puts the strongest force on any atom at 3.19 eV/A. The calculation puts the total energy at -236593.9035 eV. The total charge is +2.